1.
# C4H9NP

A gas-phase ion, C4H9NP (charge +1) (wB97M-V/def2-TZVPD, the OMol25 dataset).

Positions of all 15 atoms, in Å:
H (-3.81, 0.46, -1.24)
P (-3.79, -0.31, 0.00)
C (-2.16, -0.53, 0.19)
C (-0.91, -0.51, -0.73)
C (0.31, 0.00, 0.04)
C (1.50, 0.41, -0.37)
N (2.42, 0.58, 0.76)
H (-1.89, -1.03, 1.10)
H (-0.84, -1.62, -1.06)
H (-1.15, 0.06, -1.64)
H (0.08, 0.05, 1.20)
H (2.03, 0.48, -1.35)
H (3.15, -0.13, 0.88)
H (1.92, 0.77, 1.61)
H (3.14, 1.33, 0.60)

The value obtained for the max |F| is 4.11 eV/A. Its SMILES is [H]/P=C\C/C=C/[NH3+]. As for the total charge: +1.

The net atomic charges from Mulliken, expressed in e, are: H 0.019; P -0.081; C -0.418; C -0.324; C -0.334; C 0.035; N -0.345; H 0.303; H 0.270; H 0.385; H 0.059; H 0.352; H 0.341; H 0.344; H 0.396

=====

2.
# C27H36N5O3S3V

A molecular structure, C27H36N5O3S3V (wB97M-V/def2-TZVPD, the OMol25 dataset).

Positions of all 75 atoms, in Å:
V (0.46, 0.56, -1.20)
C (0.42, -2.46, -0.50)
N (1.14, -1.25, -0.04)
C (0.91, -1.07, 1.41)
C (-0.54, -0.75, 1.77)
C (-0.91, 0.71, 1.56)
N (-0.90, 1.14, 0.17)
C (-1.88, 1.90, -0.19)
C (-1.96, 2.65, -1.41)
C (-3.14, 3.34, -1.72)
C (-3.22, 4.16, -2.82)
C (-2.09, 4.33, -3.62)
C (-0.91, 3.69, -3.33)
C (-0.81, 2.83, -2.22)
O (0.32, 2.22, -1.95)
C (2.60, -1.45, -0.25)
C (3.37, -0.12, -0.33)
C (3.21, 0.52, -1.73)
N (1.94, 0.12, -2.31)
C (1.92, -0.49, -3.44)
C (0.73, -0.98, -4.07)
C (0.81, -1.64, -5.31)
C (-0.32, -2.11, -5.93)
C (-1.57, -1.93, -5.32)
C (-1.67, -1.32, -4.09)
C (-0.53, -0.85, -3.42)
O (-0.63, -0.37, -2.21)
H (0.70, -3.32, 0.11)
H (0.69, -2.66, -1.54)
H (-0.65, -2.31, -0.46)
H (1.54, -0.26, 1.78)
H (1.21, -1.99, 1.93)
H (-0.67, -0.97, 2.84)
H (-1.25, -1.37, 1.22)
H (-0.19, 1.35, 2.09)
H (-1.90, 0.88, 2.00)
H (-2.70, 2.06, 0.51)
H (-4.01, 3.19, -1.08)
H (-4.14, 4.67, -3.06)
H (-2.15, 4.97, -4.49)
H (-0.03, 3.82, -3.95)
H (2.74, -1.98, -1.19)
H (3.00, -2.08, 0.55)
H (4.42, -0.31, -0.13)
H (3.01, 0.56, 0.44)
H (4.03, 0.23, -2.38)
H (3.22, 1.61, -1.63)
H (2.86, -0.65, -3.97)
H (1.79, -1.78, -5.76)
H (-0.25, -2.61, -6.89)
H (-2.46, -2.29, -5.82)
H (-2.62, -1.22, -3.58)
C (-4.01, -3.58, 1.99)
O (-3.40, -2.77, 1.00)
C (-4.14, -1.81, 0.37)
S (-5.72, -1.49, 0.82)
S (-3.30, -0.99, -0.84)
H (-3.21, -4.15, 2.46)
H (-4.74, -4.26, 1.55)
H (-4.53, -2.97, 2.73)
C (3.83, 0.25, 4.36)
N (2.53, 0.75, 4.77)
C (1.90, 0.46, 6.05)
C (0.48, 0.98, 5.83)
N (0.69, 1.94, 4.75)
C (1.83, 1.66, 4.06)
S (2.27, 2.30, 2.61)
H (4.17, -0.47, 5.09)
H (4.55, 1.07, 4.27)
H (3.75, -0.23, 3.39)
H (2.40, 1.00, 6.86)
H (1.94, -0.61, 6.27)
H (0.07, 1.45, 6.72)
H (-0.19, 0.17, 5.52)
H (-0.08, 2.38, 4.29)

As for the spin multiplicity: 3. The value obtained for the max |F| is 2.98 eV/A. As for the total charge: 0.

The net atomic charges from Mulliken, expressed in e, are: V 0.343; C -1.357; N 1.016; C -0.733; C -0.211; C -0.835; N 0.856; C -0.099; C 0.309; C -0.564; C -0.780; C -0.450; C -0.666; C 0.571; O -0.806; C -1.110; C -0.171; C -1.137; N 0.592; C -0.130; C 0.670; C -0.879; C -0.719; C -0.581; C -1.058; C 0.565; O 0.250; H 0.407; H 0.429; H 0.155; H -0.216; H 0.337; H 0.696; H -0.464; H -0.177; H 0.577; H 0.191; H 0.419; H 0.403; H 0.404; H 0.454; H 0.542; H 0.525; H 0.643; H -0.189; H 0.394; H 0.263; H 0.230; H 0.387; H 0.404; H 0.441; H 0.385; C -0.916; O -0.182; C 0.064; S -0.392; S -0.310; H 0.231; H 0.320; H 0.386; C -0.859; N 0.132; C -0.648; C -0.487; N -0.201; C 0.135; S -0.358; H 0.369; H 0.333; H 0.193; H 0.317; H 0.426; H 0.353; H 0.241; H 0.328

=====

3.
# C24H56O20

12 unconnected molecules or ions with the total composition C24H56O20 (wB97M-V/def2-TZVPD, the OMol25 dataset).

Positions of all 100 atoms, in Å:
C (-25.59, 3.53, -10.28)
C (-26.99, 2.94, -10.22)
C (-28.16, 3.88, -9.84)
O (-29.09, 3.69, -10.94)
C (-28.48, 3.05, -11.97)
O (-28.91, 3.02, -13.05)
O (-27.33, 2.47, -11.56)
H (-25.26, 3.82, -9.27)
H (-25.51, 4.43, -10.89)
H (-24.86, 2.78, -10.59)
H (-26.87, 2.03, -9.62)
H (-27.87, 4.93, -9.91)
H (-28.57, 3.75, -8.84)
C (-28.41, 8.08, -4.55)
C (-28.60, 7.04, -5.66)
C (-27.77, 7.29, -6.95)
O (-27.05, 6.07, -7.16)
C (-27.08, 5.32, -6.02)
O (-26.54, 4.29, -5.87)
O (-28.01, 5.77, -5.17)
H (-29.30, 8.71, -4.52)
H (-27.54, 8.70, -4.76)
H (-28.34, 7.61, -3.57)
H (-29.66, 6.83, -5.83)
H (-27.09, 8.12, -6.80)
H (-28.45, 7.50, -7.77)
C (-16.66, 6.60, -9.79)
C (-18.11, 6.22, -9.72)
C (-18.70, 5.56, -10.96)
O (-19.35, 4.39, -10.45)
C (-19.13, 4.29, -9.12)
O (-19.60, 3.48, -8.42)
O (-18.36, 5.28, -8.67)
H (-16.37, 7.35, -9.07)
H (-16.46, 7.01, -10.80)
H (-15.98, 5.74, -9.79)
H (-18.66, 7.16, -9.54)
H (-17.84, 5.31, -11.59)
H (-19.43, 6.16, -11.48)
C (-25.37, 3.28, -2.93)
C (-24.91, 4.55, -2.23)
C (-25.46, 5.82, -2.87)
O (-25.94, 6.60, -1.76)
C (-26.02, 5.81, -0.66)
O (-26.55, 6.12, 0.36)
O (-25.48, 4.58, -0.90)
H (-26.46, 3.25, -2.98)
H (-24.98, 2.40, -2.42)
H (-25.07, 3.32, -3.98)
H (-23.84, 4.46, -2.18)
H (-26.26, 5.62, -3.58)
H (-24.62, 6.35, -3.33)
C (-23.32, -1.60, -5.08)
O (-22.98, -0.22, -4.89)
H (-24.41, -1.74, -5.04)
H (-22.92, -2.02, -6.00)
H (-22.91, -2.18, -4.25)
H (-23.67, 0.22, -5.41)
C (-22.73, 1.96, -7.94)
O (-22.61, 2.96, -6.91)
H (-23.17, 1.07, -7.48)
H (-23.34, 2.28, -8.79)
H (-21.75, 1.70, -8.33)
H (-23.45, 2.95, -6.45)
C (-23.67, -1.18, -9.88)
O (-22.84, -1.72, -8.85)
H (-24.69, -1.47, -9.67)
H (-23.51, -0.10, -9.96)
H (-23.44, -1.64, -10.85)
H (-21.97, -1.30, -8.97)
C (-22.65, 5.66, -9.58)
O (-23.39, 6.82, -9.17)
H (-23.03, 5.29, -10.52)
H (-21.64, 6.06, -9.67)
H (-22.66, 4.90, -8.79)
H (-23.25, 6.95, -8.23)
C (-20.14, 4.19, -5.06)
O (-20.82, 4.94, -6.05)
H (-19.09, 4.49, -5.04)
H (-20.60, 4.39, -4.11)
H (-20.13, 3.11, -5.22)
H (-21.30, 4.31, -6.62)
C (-19.51, -1.51, -9.64)
O (-20.22, -0.29, -9.44)
H (-18.49, -1.34, -9.99)
H (-19.39, -2.06, -8.71)
H (-20.04, -2.08, -10.40)
H (-19.93, 0.33, -10.13)
C (-21.19, 1.87, -11.46)
O (-19.78, 1.60, -11.53)
H (-21.37, 2.94, -11.64)
H (-21.67, 1.35, -12.29)
H (-21.68, 1.62, -10.52)
H (-19.36, 2.45, -11.37)
C (-18.91, 0.78, -6.44)
O (-17.75, 1.64, -6.48)
H (-19.79, 1.02, -7.02)
H (-18.52, -0.24, -6.58)
H (-19.21, 0.77, -5.38)
H (-17.76, 2.17, -7.28)

The value obtained for the max |F| is 2.92 eV/A. Its SMILES is C[C@H]1COC(=O)O1.C[C@H]1COC(=O)O1.C[C@H]1COC(=O)O1.C[C@H]1COC(=O)O1.CO.CO.CO.CO.CO.CO.CO.CO. As for the total charge: 0.

Atomic partial charges in e from the Mulliken method, atoms 1 to 99: C -1.343; C 0.437; C -0.154; O -0.412; C 0.573; O -0.488; O -0.396; H 0.293; H 0.402; H 0.361; H 0.227; H 0.169; H 0.282; C -1.388; C 0.421; C -0.580; O -0.307; C 0.724; O -0.462; O -0.377; H 0.383; H 0.383; H 0.307; H 0.373; H 0.296; H 0.306; C -1.620; C 0.533; C -0.725; O -0.254; C 0.386; O -0.025; O -0.340; H 0.363; H 0.424; H 0.369; H 0.217; H 0.443; H 0.345; C -1.204; C 0.395; C 0.187; O -0.375; C 0.613; O -0.528; O -0.391; H 0.327; H 0.440; H 0.089; H 0.223; H -0.232; H 0.369; C -0.573; O -0.407; H 0.290; H 0.202; H 0.273; H 0.225; C 0.638; O -0.217; H 0.218; H -0.454; H -0.337; H 0.077; C -0.433; O -0.517; H 0.292; H 0.029; H 0.278; H 0.297; C -0.042; O -0.611; H 0.207; H 0.314; H -0.195; H 0.320; C -0.510; O -0.499; H 0.251; H 0.299; H 0.094; H 0.330; C -0.902; O -0.145; H 0.351; H 0.277; H 0.317; H 0.284; C -0.126; O -0.724; H 0.252; H 0.386; H -0.247; H 0.415; C -0.331; O -0.570; H -0.034; H 0.320; H 0.286

=====

4.
# C26H26CuN8O6

A molecular structure, C26H26CuN8O6 (wB97M-V/def2-TZVPD, the OMol25 dataset).

Positions of all 67 atoms, in Å:
Cu (0.32, -1.13, 0.18)
O (4.34, 0.84, 0.16)
C (4.52, 0.95, 1.48)
C (5.61, 1.70, 1.95)
C (5.83, 1.85, 3.30)
C (4.97, 1.26, 4.23)
C (3.90, 0.52, 3.77)
C (3.66, 0.34, 2.41)
C (2.50, -0.46, 1.93)
O (2.35, -0.62, 0.68)
N (1.69, -0.95, 2.86)
N (0.59, -1.44, 2.25)
C (-0.13, -2.33, 2.81)
C (-1.29, -2.80, 2.05)
C (-2.39, -3.41, 2.65)
C (-3.45, -3.81, 1.87)
C (-3.40, -3.57, 0.50)
C (-2.28, -2.96, -0.02)
N (-1.24, -2.59, 0.72)
H (3.52, 0.30, 0.05)
H (6.26, 2.16, 1.21)
H (6.67, 2.44, 3.64)
H (5.14, 1.38, 5.29)
H (3.22, 0.05, 4.46)
H (0.11, -2.74, 3.79)
H (-2.39, -3.56, 3.73)
H (-4.32, -4.28, 2.32)
H (-4.21, -3.87, -0.15)
H (-2.18, -2.74, -1.08)
C (-1.94, 0.60, 1.88)
N (-2.62, 1.83, 2.30)
C (-1.58, 2.85, 2.53)
N (-0.77, 3.10, 1.34)
C (-0.13, 1.84, 0.95)
N (-1.13, 0.80, 0.68)
C (-2.00, 1.26, -0.39)
N (-2.69, 2.51, -0.04)
C (-3.45, 2.28, 1.19)
C (-1.66, 3.51, 0.26)
H (-2.69, -0.17, 1.69)
H (-1.29, 0.26, 2.69)
H (-0.93, 2.51, 3.34)
H (-2.07, 3.78, 2.83)
H (0.52, 1.50, 1.76)
H (0.46, 1.98, 0.05)
H (-2.75, 0.49, -0.61)
H (-1.39, 1.43, -1.28)
H (-4.21, 1.52, 0.99)
H (-3.95, 3.21, 1.47)
H (-2.15, 4.45, 0.53)
H (-1.06, 3.67, -0.64)
O (0.63, 1.03, -2.26)
C (0.29, -0.11, -2.59)
O (-0.09, -1.06, -1.85)
C (0.25, -0.41, -4.09)
C (0.66, 0.55, -5.01)
C (0.65, 0.30, -6.37)
C (0.21, -0.93, -6.85)
C (-0.20, -1.87, -5.92)
C (-0.18, -1.65, -4.55)
N (-0.68, -3.18, -6.42)
O (-1.02, -4.01, -5.60)
O (-0.64, -3.37, -7.62)
H (0.99, 1.50, -4.61)
H (0.98, 1.06, -7.07)
H (0.18, -1.16, -7.90)
H (-0.49, -2.41, -3.85)

The value obtained for the max |F| is 0.56 eV/A. As for the total charge: -1.

The net atomic charges from Mulliken, expressed in e, are: Cu 0.048; O -0.740; C 0.241; C -0.683; C -0.250; C -0.778; C -0.281; C 0.283; C 0.857; O -1.030; N -1.340; N 1.442; C -1.019; C 1.095; C -0.965; C -0.217; C -0.743; C -0.111; N -0.112; H 0.415; H 0.424; H 0.355; H 0.383; H 0.446; H 0.355; H 0.421; H 0.404; H 0.417; H 0.381; C -0.763; N 0.101; C -0.734; N 0.089; C -0.734; N 1.371; C -0.746; N 0.026; C -0.699; C -0.627; H 0.027; H 0.115; H 0.363; H 0.353; H 0.174; H -0.050; H 0.153; H 0.136; H 0.358; H 0.344; H 0.350; H 0.359; O -0.669; C 0.668; O -0.563; C 0.006; C -0.464; C -0.511; C -0.531; C 0.115; C -0.394; N 1.061; O -0.617; O -0.652; H 0.477; H 0.385; H 0.471; H 0.555

=====

Number 1: energy -553.56042 Eh. Number 2: energy -3688.57262 Eh. Number 3: energy -2452.76726 Eh. Number 4: energy -3536.39308 Eh.